Entry 1:
Here is a molecular structure, C4H4N4 in a non-equilibrium geometry from OMol25. Energies are from ωB97M-V with the def2-TZVPD basis set.

As for the relative energy (zero: lowest compared OMol25 entry of this formula, charge and spin): 143.3 kcal per mole. The calculation puts the HOMO-LUMO gap at 8.161 eV. The value obtained for the LUMO energy is -0.024 Ha.

```
12
Properties=species:S:1:pos:R:3:mulliken_charge:R:1
C 0.469 1.309 1.385 -0.151
H 0.398 1.160 2.629 0.254
H 0.862 3.467 1.432 0.337
N -0.263 -0.891 0.886 -0.275
N -0.972 -1.831 0.078 -0.336
C 0.163 0.195 0.483 0.592
C -0.669 -1.644 -1.245 0.122
N 0.545 0.331 -0.865 -0.090
H -1.464 -2.175 -2.268 0.302
N 0.128 -0.533 -1.595 -0.370
H 0.469 3.049 -0.270 0.213
C 0.649 2.634 0.868 -0.597
```



Entry 2:
Here is C4H4N4 in the gas phase in a non-equilibrium geometry from OMol25. Energies are from ωB97M-V with the def2-TZVPD basis set.

As for the relative energy (zero: lowest compared OMol25 entry of this formula, charge and spin): 134.3 kcal per mole. As for the SMILES: C1=NN=C2C=NN[C@H]12. The calculation puts the HOMO-LUMO gap at 8.174 eV. The value obtained for the LUMO energy is -0.027 Ha.

```
12
Properties=species:S:1:pos:R:3:mulliken_charge:R:1
N -1.909 -0.396 -0.371 -0.474
H -1.812 1.559 0.411 0.264
C 0.004 0.545 0.049 0.394
C 0.310 -0.975 -0.049 0.337
N -1.335 0.923 -0.102 -0.198
C 1.365 0.908 -0.304 -0.267
H 1.625 2.033 -0.512 0.312
C -1.093 -1.371 -0.128 -0.333
H 0.203 0.488 1.299 0.279
N 2.229 -0.104 -0.204 -0.349
H -1.241 -2.371 -0.044 0.483
N 1.654 -1.237 -0.045 -0.447
```



Entry 3:
Here is C4H4N4O2 in the gas phase in a non-equilibrium geometry from OMol25. Energies are from ωB97M-V with the def2-TZVPD basis set.

As for the relative energy (zero: lowest compared OMol25 entry of this formula, charge and spin): 105.4 kcal per mole. The calculation puts the HOMO-LUMO gap at 8.967 eV. The value obtained for the LUMO energy is -0.004 Ha.

```
14
Properties=species:S:1:pos:R:3:mulliken_charge:R:1
N 1.422 -2.353 -1.203 -0.623
C 0.762 -1.482 0.918 -0.339
C -0.189 -0.315 0.938 0.129
N 0.928 1.176 -0.638 -0.685
O -1.540 -0.762 0.970 -0.339
C -0.085 0.483 -0.354 0.194
N -2.124 -0.489 -0.281 0.783
H 0.897 1.638 -1.542 0.253
C -1.316 0.198 -1.038 -0.443
N 1.108 -1.974 -0.189 0.557
H -1.619 0.516 -2.016 0.463
O -3.239 -0.902 -0.462 -0.662
H -0.020 0.300 1.826 0.319
H 1.016 -1.993 1.828 0.393
```



Entry 4:
Here is 2 unconnected molecules or ions with the total composition C4H4NO in a non-equilibrium geometry from OMol25. Energies are from ωB97M-V with the def2-TZVPD basis set.

As for the relative energy (zero: lowest compared OMol25 entry of this formula, charge and spin): 112.8 kcal per mole. As for the total charge: +1. The calculation puts the HOMO-LUMO gap at 10.430 eV. The value obtained for the LUMO energy is -0.189 Ha.

```
10
Properties=species:S:1:pos:R:3:mulliken_charge:R:1
C -2.270 0.210 -0.275 -0.211
N 1.895 -1.062 0.382 -0.265
H -2.751 -0.246 -1.091 0.260
H -2.841 0.958 0.228 0.236
C 1.286 0.004 -0.281 0.048
C 2.558 0.027 0.569 0.077
O -1.530 -0.651 0.693 -0.112
H 3.452 0.337 1.015 0.411
C -0.828 0.118 0.027 0.209
H 1.030 0.305 -1.268 0.349
```



Entry 5:
Here is a molecular structure, C4H4NO in a non-equilibrium geometry from OMol25. Energies are from ωB97M-V with the def2-TZVPD basis set.

As for the relative energy (zero: lowest compared OMol25 entry of this formula, charge and spin): 101.0 kcal per mole. As for the total charge: +1. The calculation puts the HOMO-LUMO gap at 7.576 eV. The value obtained for the LUMO energy is -0.241 Ha.

```
10
Properties=species:S:1:pos:R:3:mulliken_charge:R:1
H 0.627 -2.254 -0.340 0.459
C -1.629 0.057 -0.309 0.151
H 1.104 1.366 -0.842 0.305
C 0.987 0.919 0.106 -0.077
O 1.273 -0.429 0.088 -0.181
H -2.544 0.342 -0.742 0.415
C -0.857 -0.758 0.422 -0.025
C 0.408 -1.295 0.027 0.019
N -0.789 0.689 0.557 -0.328
H 1.419 1.363 1.034 0.260
```



Entry 6:
Here is a gas-phase ion, C4H4NO (charge +1) in a non-equilibrium geometry from OMol25. Energies are from ωB97M-V with the def2-TZVPD basis set.

As for the relative energy (zero: lowest compared OMol25 entry of this formula, charge and spin): 17.8 kcal per mole. Its spin multiplicity is 3. As for the total charge: +1. The calculation puts the HOMO-LUMO gap (spin up / spin down) at 7.201 / 7.104 eV. The value obtained for the LUMO energy (spin up / spin down) is -0.235 / -0.286 Ha.

```
10
Properties=species:S:1:pos:R:3:mulliken_charge:R:1
H -0.163 1.415 -0.997 0.321
H 1.086 -2.129 0.094 0.493
H -1.090 -0.735 -0.180 0.218
H -0.186 1.570 0.962 0.311
C 3.484 -0.374 -0.080 -0.536
C 0.108 1.013 -0.010 -0.220
C 2.105 -0.159 0.044 0.734
N -0.151 -0.420 -0.067 -0.011
C 0.937 -1.121 0.060 -0.097
O 1.524 1.058 0.047 -0.214
```



Entry 7:
Here is a gas-phase ion, C4H4NO2 (charge -1) in a non-equilibrium geometry from OMol25. Energies are from ωB97M-V with the def2-TZVPD basis set.

As for the relative energy (zero: lowest compared OMol25 entry of this formula, charge and spin): 83.6 kcal per mole. As for the SMILES: [H]/N=C(/C)C1=C([O-])O1. As for the total charge: -1. The calculation puts the HOMO-LUMO gap at 7.391 eV. The value obtained for the LUMO energy is 0.158 Ha.

```
11
Properties=species:S:1:pos:R:3:mulliken_charge:R:1
O -0.858 -0.507 -2.192 -0.476
N 0.164 -1.806 0.910 -0.776
H 0.456 1.485 0.872 0.287
H 0.414 0.344 2.244 0.319
C 0.746 0.494 1.217 -0.952
C -1.004 0.763 -1.758 0.951
C 0.152 -0.585 0.306 0.729
H -0.248 -2.525 0.313 0.210
H 1.832 0.435 1.199 0.198
C -0.067 0.148 -0.989 -0.825
O -1.587 1.752 -2.122 -0.665
```



Entry 8:
Here is a gas-phase ion, C4H4NOS2 (charge -1) in a non-equilibrium geometry from OMol25. Energies are from ωB97M-V with the def2-TZVPD basis set.

As for the relative energy (zero: lowest compared OMol25 entry of this formula, charge and spin): 106.8 kcal per mole. As for the total charge: -1. The calculation puts the HOMO-LUMO gap (spin up / spin down) at 6.288 / 5.760 eV. The value obtained for the LUMO energy (spin up / spin down) is 0.124 / 0.124 Ha.

```
12
Properties=species:S:1:pos:R:3:mulliken_charge:R:1
O -0.080 0.916 -1.879 0.059
S 1.404 -1.185 -1.879 -0.543
H -1.205 1.608 -0.148 0.257
H 0.934 -1.838 0.688 0.381
C 0.120 -0.250 -1.251 0.097
H -0.357 -1.441 1.671 0.353
C -0.361 1.592 -2.852 -0.287
H 1.040 -0.469 1.656 0.414
N -0.172 -0.121 0.129 0.109
S -0.905 1.270 2.227 -0.449
C 0.409 -1.016 1.036 -1.183
C -0.829 0.936 0.601 -0.208
```



Entry 9:
Here is a gas-phase ion, C4H4NS (charge +1) in a non-equilibrium geometry from OMol25. Energies are from ωB97M-V with the def2-TZVPD basis set.

As for the relative energy (zero: lowest compared OMol25 entry of this formula, charge and spin): 103.2 kcal per mole. As for the total charge: +1. The calculation puts the HOMO-LUMO gap at 7.170 eV. The value obtained for the LUMO energy is -0.212 Ha.

```
10
Properties=species:S:1:pos:R:3:mulliken_charge:R:1
C 1.780 -1.243 0.460 -0.426
C 0.679 1.110 0.124 -0.089
H -2.742 -1.922 -0.369 0.427
C -2.037 -1.078 -0.223 0.177
C -0.606 0.929 -0.004 -0.098
H 0.991 2.170 0.282 0.310
H -1.163 1.939 0.077 0.243
N -1.492 -0.075 -0.202 0.085
S 2.113 0.153 -0.311 0.109
H 2.478 -1.983 0.167 0.262
```



Entry 10:
Here is a gas-phase ion, C4H4NS (charge +1) in a non-equilibrium geometry from OMol25. Energies are from ωB97M-V with the def2-TZVPD basis set.

As for the relative energy (zero: lowest compared OMol25 entry of this formula, charge and spin): 90.7 kcal per mole. As for the total charge: +1. The calculation puts the HOMO-LUMO gap (spin up / spin down) at 5.258 / 6.991 eV. The value obtained for the LUMO energy (spin up / spin down) is -0.362 / -0.324 Ha.

```
10
Properties=species:S:1:pos:R:3:mulliken_charge:R:1
C -0.727 -0.907 0.513 -0.661
C 0.614 1.074 -0.367 -0.730
H -0.583 -0.488 1.447 0.331
H 1.438 0.695 0.297 0.390
H 1.241 1.488 -1.142 0.469
C -0.259 -0.241 -0.594 0.576
S -0.387 2.404 0.316 0.388
N -0.789 -1.232 -2.855 -0.205
H -1.416 -1.711 0.463 0.372
C -0.518 -0.745 -1.858 0.072
```



Entry 11:
Here is C4H4O in the gas phase in a non-equilibrium geometry from OMol25. Energies are from ωB97M-V with the def2-TZVPD basis set.

As for the relative energy (zero: lowest compared OMol25 entry of this formula, charge and spin): 42.0 kcal per mole. As for the SMILES: CC=C=C=O. The calculation puts the HOMO-LUMO gap at 8.246 eV. The value obtained for the LUMO energy is -0.016 Ha.

```
9
Properties=species:S:1:pos:R:3:mulliken_charge:R:1
H -0.287 0.278 2.182 0.293
O -0.847 -0.066 -3.285 -0.460
H 0.875 -0.984 1.777 0.287
C -0.338 0.017 -2.227 0.701
C 0.081 -0.346 1.365 -0.921
H 0.631 1.558 0.055 0.338
C 0.172 0.075 -1.067 -0.475
C 0.440 0.490 0.150 -0.075
H -0.727 -1.021 1.051 0.312
```



Entry 12:
Here is C4H4O in the gas phase in a non-equilibrium geometry from OMol25. Energies are from ωB97M-V with the def2-TZVPD basis set.

As for the relative energy (zero: lowest compared OMol25 entry of this formula, charge and spin): 39.8 kcal per mole. As for the SMILES: CC#CC=O. The calculation puts the HOMO-LUMO gap at 10.568 eV. The value obtained for the LUMO energy is 0.015 Ha.

```
9
Properties=species:S:1:pos:R:3:mulliken_charge:R:1
C -2.307 0.098 0.082 -0.404
H 2.267 -0.990 0.356 0.291
C -0.819 0.153 0.033 -0.188
C 1.871 -0.055 -0.060 -1.129
H 2.228 0.012 -1.094 0.282
C 0.392 0.026 -0.002 0.939
O -2.878 -0.965 0.153 -0.402
H 2.333 0.770 0.494 0.278
H -3.075 0.886 0.067 0.334
```



Entry 13:
Here is C4H4O in the gas phase in a non-equilibrium geometry from OMol25. Energies are from ωB97M-V with the def2-TZVPD basis set.

As for the relative energy (zero: lowest compared OMol25 entry of this formula, charge and spin): 23.4 kcal per mole. As for the SMILES: c1ccoc1. The calculation puts the HOMO-LUMO gap at 9.967 eV. The value obtained for the LUMO energy is 0.042 Ha.

```
9
Properties=species:S:1:pos:R:3:mulliken_charge:R:1
H 1.270 -0.024 1.424 0.223
C -0.234 0.295 -1.132 -0.408
C 0.288 0.064 1.009 -0.363
O -0.894 -0.799 -0.660 -0.288
C 0.418 0.911 -0.130 -0.184
H -0.232 0.432 -2.198 0.393
H -1.055 -1.763 1.145 0.374
C -0.564 -0.935 0.646 -0.122
H 1.003 1.819 -0.106 0.375
```



Entry 14:
Here is C4H4O in the gas phase from OMol25. Energies are from ωB97M-V with the def2-TZVPD basis set.

As for the relative energy (zero: lowest compared OMol25 entry of this formula, charge and spin): 56.2 kcal per mole. As for the SMILES: C#CCC=O. The calculation puts the HOMO-LUMO gap at 10.842 eV. The value obtained for the LUMO energy is 0.035 Ha.

```
9
Properties=species:S:1:pos:R:3:mulliken_charge:R:1
C -0.933 0.565 -0.396 0.095
H -0.309 -1.311 -1.396 0.356
H -1.858 0.688 -0.985 0.336
C 1.110 -0.540 0.140 -0.507
O -0.527 1.492 0.260 -0.428
H -0.665 -1.447 0.324 0.212
C -0.209 -0.799 -0.434 -0.382
H 1.882 1.038 1.582 0.391
C 1.509 0.313 0.904 -0.072
```



Entry 15:
Here is C4H4O in the gas phase in a non-equilibrium geometry from OMol25. Energies are from ωB97M-V with the def2-TZVPD basis set.

As for the relative energy (zero: lowest compared OMol25 entry of this formula, charge and spin): 44.9 kcal per mole. As for the SMILES: CC=C=C=O. The calculation puts the HOMO-LUMO gap at 8.314 eV. The value obtained for the LUMO energy is -0.012 Ha.

```
9
Properties=species:S:1:pos:R:3:mulliken_charge:R:1
O -3.399 -0.774 -0.208 -0.450
C 0.107 0.386 -0.367 0.168
H -0.315 1.149 -1.039 0.330
H 2.143 -0.506 -0.308 0.266
C -1.005 -0.260 -0.085 -0.436
C -2.262 -0.487 -0.174 0.497
C 1.449 0.071 0.321 -0.987
H 1.281 -0.542 1.224 0.301
H 2.002 0.962 0.635 0.311
```



Entry 16:
Here is C4H4O in the gas phase from OMol25. Energies are from ωB97M-V with the def2-TZVPD basis set.

As for the relative energy (zero: lowest compared OMol25 entry of this formula, charge and spin): 40.1 kcal per mole. As for the SMILES: CC#CC=O. The calculation puts the HOMO-LUMO gap at 10.685 eV. The value obtained for the LUMO energy is 0.017 Ha.

```
9
Properties=species:S:1:pos:R:3:mulliken_charge:R:1
H 1.526 0.605 -1.272 0.258
C -0.568 -0.989 1.812 0.085
C -0.703 -0.730 0.386 -0.043
H 0.236 0.636 -2.496 0.293
C -0.279 -0.046 -0.521 0.219
H -1.336 -0.521 2.456 0.300
O 0.364 -1.603 2.267 -0.437
H 0.296 1.849 -1.192 0.275
C 0.464 0.799 -1.440 -0.950
```



Entry 17:
Here is C4H4O in the gas phase in a non-equilibrium geometry from OMol25. Energies are from ωB97M-V with the def2-TZVPD basis set.

As for the relative energy (zero: lowest compared OMol25 entry of this formula, charge and spin): 64.2 kcal per mole. As for the SMILES: C#CC(C)=O. The calculation puts the HOMO-LUMO gap at 10.497 eV. The value obtained for the LUMO energy is 0.011 Ha.

```
9
Properties=species:S:1:pos:R:3:mulliken_charge:R:1
C -0.189 0.894 -0.270 0.677
H 1.144 -0.074 -1.549 0.293
H -0.352 -0.990 -1.380 0.278
C 0.424 -0.446 -0.828 -0.907
H -0.513 -0.893 2.390 0.399
C -0.571 0.977 1.135 -0.571
O -0.361 1.801 -1.037 -0.482
C -0.531 -0.051 1.770 -0.025
H 0.949 -1.218 -0.231 0.338
```



Entry 18:
Here is C4H4O2 in the gas phase in a non-equilibrium geometry from OMol25. Energies are from ωB97M-V with the def2-TZVPD basis set.

As for the relative energy (zero: lowest compared OMol25 entry of this formula, charge and spin): 46.4 kcal per mole. As for the SMILES: O=C/C=C\C=O. The calculation puts the HOMO-LUMO gap at 9.840 eV. The value obtained for the LUMO energy is -0.005 Ha.

```
10
Properties=species:S:1:pos:R:3:mulliken_charge:R:1
O -0.113 -2.037 1.180 -0.474
O -0.363 -0.449 -1.959 -0.392
H -1.804 0.421 -0.829 0.359
H 1.934 0.137 1.008 0.366
C 0.936 0.109 0.587 -0.359
C -0.125 -0.842 1.046 0.138
H -1.014 -0.203 1.277 0.307
C -0.737 0.246 -1.051 -0.113
H 0.853 1.742 -0.879 0.366
C 0.433 0.875 -0.380 -0.198
```



Entry 19:
Here is C4H4O2 in the gas phase in a non-equilibrium geometry from OMol25. Energies are from ωB97M-V with the def2-TZVPD basis set.

As for the relative energy (zero: lowest compared OMol25 entry of this formula, charge and spin): 76.7 kcal per mole. The calculation puts the HOMO-LUMO gap at 8.010 eV. The value obtained for the LUMO energy is -0.029 Ha.

```
10
Properties=species:S:1:pos:R:3:mulliken_charge:R:1
C 0.344 -0.959 0.121 -0.421
H -1.116 0.155 1.301 0.260
H -1.696 -0.263 -0.334 0.265
C -0.816 -0.004 0.260 -0.341
H 1.029 -0.853 0.983 0.263
C -0.077 1.239 -0.244 0.627
H 0.255 -2.011 -0.086 0.326
C 1.363 0.800 -0.666 -0.422
O 1.192 -0.463 -0.944 -0.097
O -0.479 2.359 -0.392 -0.460
```



Entry 20:
Here is C4H4O2 in the gas phase from OMol25. Energies are from ωB97M-V with the def2-TZVPD basis set.

As for the relative energy (zero: lowest compared OMol25 entry of this formula, charge and spin): 63.1 kcal per mole. As for the SMILES: OC=C=C=CO. The calculation puts the HOMO-LUMO gap at 8.304 eV. The value obtained for the LUMO energy is 0.016 Ha.

```
10
Properties=species:S:1:pos:R:3:mulliken_charge:R:1
C -1.661 -0.238 0.239 -0.437
C -0.381 -0.423 0.002 0.447
H -2.094 0.742 0.029 0.278
H -3.307 -0.778 1.018 0.346
C 0.876 -0.439 -0.200 -0.088
H 3.013 -0.641 -0.252 0.340
H 1.541 1.737 -0.571 0.289
C 2.121 -0.031 -0.340 -0.249
O -2.500 -1.205 0.709 -0.459
O 2.391 1.276 -0.634 -0.467
```